1.
Density functional theory data (the ωB97M-V functional and the def2-TZVPD basis) for a structure of composition C16H34B7CuF20N3O3V at a distorted geometry.

```
85
C16H34B7CuF20N3O3V (the ωB97M-V functional and the def2-TZVPD basis)
O -3.888 -0.347 0.590
V -3.459 1.170 0.345
O -4.694 2.038 -0.179
Cu -0.595 1.237 3.729
B -1.313 0.742 1.612
H -2.046 1.417 2.024
H -1.607 0.463 0.612
H -0.322 1.170 1.635
H -1.251 -0.105 2.277
B 1.170 2.678 3.456
H 1.808 3.467 3.088
H 1.314 1.682 3.066
H 1.164 2.563 4.529
H 0.175 2.973 3.162
C 0.529 -1.971 1.003
N 0.279 -2.204 -0.495
C -1.030 -1.960 -0.881
C -1.269 -2.051 -2.246
C -0.225 -2.423 -3.143
C 1.045 -2.676 -2.627
C 1.257 -2.581 -1.289
C -0.420 -2.676 -4.575
C -1.424 -1.976 -5.288
C -1.614 -2.273 -6.653
N -0.866 -3.258 -7.283
C 0.023 -3.991 -6.571
C 0.229 -3.678 -5.271
C -0.959 -3.454 -8.720
H 0.603 -0.885 1.051
H 1.439 -2.496 1.292
H -0.344 -2.299 1.567
H -1.708 -1.613 -0.115
H -2.216 -1.899 -2.743
H 1.837 -2.922 -3.318
H 2.172 -2.809 -0.762
H -1.906 -1.106 -4.867
H -2.105 -1.590 -7.330
H 0.512 -4.813 -7.072
H 0.857 -4.342 -4.696
H -1.882 -4.026 -8.823
H -0.256 -4.228 -9.028
H -0.822 -2.516 -9.258
C 6.173 0.250 1.732
C 4.846 0.992 1.721
C 3.968 0.524 0.523
O 2.685 1.209 0.718
C 1.919 1.543 -0.422
N 4.131 0.734 3.016
H 3.134 0.576 3.049
H 4.653 -0.024 3.433
H 4.308 1.570 3.554
H 6.828 0.570 2.542
H 6.732 0.385 0.806
H 6.064 -0.823 1.892
H 5.036 2.057 1.850
H 3.858 -0.555 0.630
H 4.395 0.718 -0.460
H 2.516 2.220 -1.033
H 1.055 2.120 -0.090
H 1.534 0.602 -0.814
B -4.150 0.477 3.751
F -4.403 1.161 2.522
F -4.957 0.893 4.846
F -4.386 -0.836 3.510
F -2.806 0.507 3.979
B -1.456 3.157 5.685
F -1.857 3.013 4.393
F -0.603 2.077 5.929
F -0.865 4.353 5.894
F -2.569 3.029 6.505
B -2.676 4.677 0.115
F -2.451 3.961 -1.056
F -2.663 3.815 1.149
F -1.818 5.654 0.475
F -3.924 5.091 0.188
B 0.257 -1.367 4.457
F 1.277 -1.715 5.339
F 0.774 -0.589 3.481
F -0.268 -2.493 3.945
F -0.819 -0.626 5.003
B -2.296 0.938 -2.879
F -1.167 0.453 -3.418
F -2.372 0.739 -1.553
F -2.481 2.309 -3.157
F -3.344 0.219 -3.555
```

Output
Relative energy (zero: lowest compared OMol25 entry of this formula, charge and spin): 689.4 kJ/mol
HOMO energy: -6.39 eV
Frontier orbital gap: 0.149 hartree
DFT total energy: -157188.09862 eV
LUMO: -2.3427 eV
Spin multiplicity: 2
<S²>: 0.752
Net charge: -1

---

2.
Density functional theory data (the ωB97M-V functional and the def2-TZVPD basis) for a structure of composition C16H34BNP2Sn at a distorted geometry.

```
55
C16H34BNP2Sn (the ωB97M-V functional and the def2-TZVPD basis)
P 0.195 -1.409 -6.622
P 0.011 1.809 -6.509
C -0.205 -0.473 -8.200
C 0.285 0.979 -8.171
H -1.298 -0.501 -8.316
H 0.237 -1.015 -9.048
H 1.366 1.018 -8.369
H -0.220 1.575 -8.945
C -1.587 2.660 -6.862
H -1.811 3.357 -6.034
H -2.410 1.927 -6.908
H -1.556 3.225 -7.803
C 1.156 3.227 -6.719
H 0.988 3.767 -7.662
H 2.201 2.873 -6.693
H 1.024 3.932 -5.879
C -0.961 -2.817 -6.840
H -0.765 -3.575 -6.061
H -0.864 -3.292 -7.826
H -2.002 -2.473 -6.712
C 1.762 -2.224 -7.150
H 2.579 -1.484 -7.208
H 1.662 -2.725 -8.121
H 2.049 -2.972 -6.389
Sn -0.002 0.103 -0.181
C 0.736 1.532 -1.473
C -0.795 1.455 -1.566
C -1.486 0.737 -2.635
C -1.871 -0.700 -2.277
C -0.890 -1.453 -1.492
C 0.636 -1.366 -1.734
C 1.214 -0.579 -2.808
C 1.640 0.838 -2.409
C 0.005 -1.609 1.530
H 1.101 2.335 -0.857
H -1.298 2.200 -0.965
H -0.928 0.763 -3.589
H -2.434 1.309 -2.838
H -2.790 -0.689 -1.650
H -2.139 -1.272 -3.186
H -1.186 -2.285 -0.883
H 1.191 -2.136 -1.219
H 0.563 -0.547 -3.702
H 2.134 -1.132 -3.142
H 2.615 0.793 -1.878
H 1.815 1.464 -3.305
H 0.888 -1.317 2.294
H 0.390 -2.445 1.032
H -0.943 -1.663 1.912
B -0.001 0.003 4.754
C 0.001 0.041 3.379
N 0.001 0.234 2.162
H 0.996 -0.574 5.257
H -0.996 -0.574 5.256
H 0.000 1.149 5.253
```

Output
Relative energy (zero: lowest compared OMol25 entry of this formula, charge and spin): 716.9 kJ/mol
HOMO energy (alpha / beta): -12.49 / -12.41 eV
Frontier orbital gap (alpha / beta): 0.070 / 0.064 hartree
DFT total energy: -43690.12087 eV
LUMO (alpha / beta): -10.5846 / -10.6561 eV
Net charge: +2

---

3.
Density functional theory data (the ωB97M-V functional and the def2-TZVPD basis) for a cluster of 3 separate species, C16H34ClFNO2 in total at a distorted geometry.

```
55
C16H34ClFNO2 (the ωB97M-V functional and the def2-TZVPD basis)
F 0.050 -0.845 1.501
C 1.184 -1.482 0.993
C 1.577 -0.859 -0.321
C 0.467 -0.886 -1.390
C -0.483 -2.082 -1.314
N -1.730 -1.908 -0.585
C -2.764 -2.247 -1.232
C -2.402 -2.652 -2.584
C -0.827 -2.712 -2.682
C -0.483 -4.210 -2.768
C 0.976 -4.522 -2.466
C 1.291 -5.998 -2.191
Cl -0.019 -6.894 -1.377
H 1.007 -2.552 0.908
H 2.004 -1.375 1.697
H 2.486 -1.319 -0.692
H 1.794 0.188 -0.126
H -0.067 0.059 -1.400
H 0.948 -0.940 -2.357
H 0.024 -2.889 -0.787
H -1.737 -1.578 0.380
H -3.766 -2.226 -0.842
H -2.998 -3.421 -3.060
H -2.679 -1.742 -3.145
H -0.545 -2.158 -3.564
H -0.676 -4.513 -3.794
H -1.188 -4.728 -2.127
H 1.400 -3.932 -1.657
H 1.545 -4.250 -3.352
H 2.139 -6.037 -1.523
H 1.590 -6.531 -3.083
C 1.246 4.285 -0.998
C 1.725 3.516 0.222
C 2.758 4.306 1.007
O 2.280 2.256 -0.184
H 2.079 4.484 -1.677
H 0.509 3.704 -1.554
H 0.796 5.235 -0.713
H 0.876 3.286 0.866
H 3.638 4.506 0.390
H 3.095 3.739 1.876
H 2.350 5.257 1.349
H 3.037 2.436 -0.755
C -0.887 3.564 4.595
C -2.004 3.878 3.612
C -3.022 2.750 3.552
O -1.457 4.107 2.312
H -0.349 2.662 4.290
H -0.163 4.379 4.623
H -1.277 3.411 5.602
H -2.500 4.803 3.904
H -2.547 1.823 3.216
H -3.814 2.986 2.840
H -3.475 2.572 4.529
H -1.013 3.297 2.035
```

Output
HOMO energy: -12.16 eV
Frontier orbital gap: 0.307 hartree
DFT total energy: -37961.85115 eV
LUMO: -3.8136 eV
Net charge: +1

---

Q: Among the records above, which one has the lowest net charge?
A: C16H34B7CuF20N3O3V